## i
# C20H20BrClF2N2O

A single C20H20BrClF2N2O molecule (ωB97M-V/def2-TZVPD, the OMol25 dataset).

Last column: Löwdin charge in e.
Cartesian coordinates (Å):
C1 0.72 2.13 -2.07  -0.0437
C2 0.08 2.31 -0.70  -0.2196
C3 -0.06 3.60 -0.18  -0.0351
C4 -0.64 3.81 1.07  -0.0101
C5 -1.10 2.72 1.81  -0.2690
F1 -1.67 2.92 3.01  0.0552
C6 -0.97 1.43 1.30  0.0242
C7 -0.38 1.21 0.05  -0.1746
C8 -0.27 -0.23 -0.46  -0.1591
N1 1.09 -0.75 -0.57  -0.0178
C9 1.75 -1.08 0.70  -0.2975
C10 2.39 0.14 1.39  -0.0623
C11 3.15 -0.24 2.67  -0.3290
F2 2.27 -0.70 3.56  0.0428
C12 4.18 -1.35 2.35  -0.0656
N2 3.45 -2.50 1.78  -0.0286
C13 2.93 -3.50 2.56  -0.4096
O1 1.94 -4.16 2.22  0.0691
C14 3.61 -3.82 3.87  -0.1292
C15 4.99 -4.04 3.93  -0.0346
C16 5.60 -4.37 5.15  -0.1154
C17 4.83 -4.50 6.30  -0.6815
Br1 5.70 -4.95 7.94  0.7303
C18 3.44 -4.31 6.24  -0.6847
Cl1 2.45 -4.47 7.65  0.6710
C19 2.84 -3.98 5.03  -0.0301
C20 2.80 -2.21 0.48  -0.0693
H1 0.06 1.58 -2.73  0.0764
H2 0.96 3.08 -2.54  0.0731
H3 1.64 1.55 -1.97  0.0706
H4 0.29 4.46 -0.75  0.1086
H5 -0.75 4.81 1.47  0.1125
H6 -1.33 0.61 1.90  0.1238
H7 -0.91 -0.90 0.13  0.1161
H8 -0.72 -0.24 -1.45  0.1173
H9 1.07 -1.56 -1.17  0.1111
H10 1.00 -1.51 1.37  0.1446
H11 3.09 0.62 0.70  0.1263
H12 1.67 0.92 1.63  0.1044
H13 3.65 0.64 3.11  0.1480
H14 4.90 -0.99 1.62  0.1277
H15 4.80 -1.61 3.21  0.1161
H16 5.61 -3.96 3.05  0.1199
H17 6.66 -4.53 5.20  0.1000
H18 1.77 -3.85 4.99  0.1224
H19 2.40 -3.13 0.05  0.1282
H20 3.61 -1.85 -0.16  0.1269

HOMO energy	-9.00	eV
SMILES string	Cc1ccc(F)cc1CN[C@@H]1C[C@@H](F)CN(C(=O)c2ccc(Br)c(Cl)c2)C1
gap between HOMO and LUMO	9.48	eV



## ii
# C20H20BrClF2N2O

A single C20H20BrClF2N2O molecule (ωB97M-V/def2-TZVPD, the OMol25 dataset).

Last column: Löwdin charge in e.
Cartesian coordinates (Å):
C1 -1.40 2.86 -3.88  -0.0434
C2 -1.90 3.05 -2.47  -0.2336
C3 -1.89 4.31 -1.89  -0.0358
C4 -2.36 4.52 -0.60  -0.0059
C5 -2.85 3.44 0.10  -0.2786
F1 -3.32 3.63 1.35  0.0580
C6 -2.88 2.17 -0.44  0.0289
C7 -2.40 1.97 -1.73  -0.1900
C8 -2.37 0.57 -2.28  -0.1631
N1 -1.01 0.03 -2.37  -0.0129
C9 -0.38 -0.21 -1.07  -0.3154
C10 0.50 0.97 -0.65  -0.0764
C11 1.29 0.67 0.60  -0.2850
F2 0.40 0.58 1.68  -0.0166
C12 2.05 -0.63 0.50  -0.0852
N2 1.17 -1.71 0.09  -0.0219
C13 1.06 -2.93 0.68  -0.3979
O1 0.48 -3.86 0.16  0.0777
C14 1.65 -3.11 2.05  -0.1389
C15 2.48 -4.20 2.27  -0.0091
C16 3.00 -4.44 3.53  -0.1129
C17 2.66 -3.60 4.59  -0.7033
Br1 3.38 -3.97 6.30  0.7571
C18 1.82 -2.52 4.38  -0.6866
Cl1 1.36 -1.46 5.67  0.6766
C19 1.32 -2.27 3.11  -0.0571
C20 0.48 -1.47 -1.17  -0.0901
H1 -2.19 2.51 -4.54  0.0834
H2 -1.01 3.79 -4.28  0.0749
H3 -0.60 2.11 -3.91  0.0717
H4 -1.50 5.15 -2.45  0.1118
H5 -2.35 5.50 -0.14  0.1181
H6 -3.27 1.35 0.15  0.1283
H7 -3.02 -0.07 -1.66  0.1191
H8 -2.79 0.56 -3.29  0.1206
H9 -1.04 -0.83 -2.90  0.1120
H10 -1.13 -0.39 -0.29  0.1532
H11 1.20 1.18 -1.47  0.1346
H12 -0.10 1.87 -0.50  0.1121
H13 1.98 1.49 0.84  0.1498
H14 2.84 -0.50 -0.25  0.1400
H15 2.53 -0.87 1.44  0.1245
H16 2.71 -4.87 1.45  0.1251
H17 3.65 -5.28 3.71  0.1030
H18 0.66 -1.42 2.96  0.1102
H19 -0.12 -2.35 -1.39  0.1260
H20 1.22 -1.35 -1.98  0.1434

HOMO energy	-9.05	eV
SMILES string	Cc1ccc(F)cc1CN[C@@H]1C[C@@H](F)CN(C(=O)c2ccc(Br)c(Cl)c2)C1
gap between HOMO and LUMO	9.67	eV



The energy of each structure relative to the most stable one, in hartree, is as follows: i 0.0140; ii 0.0000.



## i
# ClH14O7

A 8-piece molecular cluster, ClH14O7 overall (ωB97M-V/def2-TZVPD, the OMol25 dataset).

Last column: Löwdin charge in e.
Cartesian coordinates (Å):
Cl1 -0.38 0.01 -0.40  0.1587
O1 2.16 -1.74 -2.08  -0.0586
H1 2.53 -2.52 -2.36  -0.0292
H2 1.42 -2.05 -1.50  0.0210
O2 1.17 2.27 -2.00  -0.1001
H3 1.73 1.91 -2.70  0.0246
H4 0.86 1.55 -1.47  -0.1099
O3 1.35 -2.18 1.01  -0.0945
H5 2.24 -1.89 0.89  0.0186
H6 0.92 -1.44 0.58  -0.1286
O4 1.10 0.96 2.15  -0.1045
H7 0.53 0.33 2.55  -0.0657
H8 0.54 0.76 1.41  -0.1266
O5 -2.15 1.24 -2.68  -0.1113
H9 -1.73 0.86 -3.45  0.0099
H10 -1.68 0.85 -1.94  -0.1259
O6 -0.87 -0.70 2.89  -0.0685
H11 -0.94 -1.22 2.09  0.0123
H12 -1.41 0.06 2.72  -0.0150
O7 -2.72 0.78 1.62  -0.0803
H13 -2.41 1.62 1.86  0.0248
H14 -2.26 0.54 0.79  -0.0512

total charge	-1
HOMO energy	-6.62	eV
gap between HOMO and LUMO	9.87	eV



## ii
# ClH14O7

A 8-piece molecular cluster, ClH14O7 overall (ωB97M-V/def2-TZVPD, the OMol25 dataset).

Last column: Löwdin charge in e.
Cartesian coordinates (Å):
Cl1 15.14 -22.50 1.51  0.0999
O1 15.54 -22.27 4.85  -0.0924
H1 15.71 -22.39 3.90  -0.0719
H2 15.15 -23.11 5.13  0.0283
O2 12.91 -24.89 1.33  -0.1156
H3 13.62 -24.23 1.14  -0.0882
H4 13.37 -25.62 1.75  0.0179
O3 16.81 -20.02 0.15  -0.1083
H5 17.73 -20.29 0.08  0.0201
H6 16.33 -20.85 0.31  -0.0767
O4 13.16 -20.57 3.25  -0.1111
H7 13.91 -20.96 2.76  -0.0748
H8 12.38 -20.97 2.84  0.0101
O5 18.34 -22.70 2.81  -0.0902
H9 17.41 -22.74 2.53  -0.0661
H10 18.35 -22.02 3.49  0.0297
O6 12.11 -21.54 0.33  -0.0925
H11 11.90 -22.17 -0.36  0.0262
H12 13.01 -21.77 0.60  -0.0664
O7 17.12 -23.88 -0.63  -0.1157
H13 16.89 -23.48 0.23  -0.0761
H14 16.27 -24.13 -1.00  0.0137

total charge	-1
HOMO energy	-6.90	eV
gap between HOMO and LUMO	10.19	eV



The energy of each structure relative to the most stable one, in hartree, is as follows: i 0.0272; ii 0.0000.



## i
# CHCl2NO

A 2-piece molecular cluster, CHCl2NO overall (ωB97M-V/def2-TZVPD, the OMol25 dataset).

Last column: Löwdin charge in e.
Cartesian coordinates (Å):
C1 0.35 -0.29 0.02  -1.0186
N1 -0.97 -0.57 -0.17  0.1037
O1 -0.34 -0.43 1.14  -0.0066
Cl1 0.78 2.13 -0.17  -0.0095
Cl2 1.74 -1.07 -0.44  0.8133
H1 -1.57 0.23 -0.38  0.1177

HOMO energy	-10.44	eV
gap between HOMO and LUMO	8.78	eV



## ii
# CHCl2NO

A 2-piece molecular cluster, CHCl2NO overall (ωB97M-V/def2-TZVPD, the OMol25 dataset).

Last column: Löwdin charge in e.
Cartesian coordinates (Å):
C1 -0.46 -1.59 -0.24  -0.8407
N1 0.65 -1.49 0.00  0.1030
O1 0.85 1.15 0.51  -0.6026
Cl1 -2.03 -1.69 -0.59  0.7724
Cl2 -0.21 2.45 0.71  0.5486
H1 1.18 1.16 -0.39  0.0193

HOMO energy	-10.39	eV
SMILES string	N#CCl.OCl
gap between HOMO and LUMO	10.58	eV



The energy of each structure relative to the most stable one, in hartree, is as follows: i 0.0543; ii 0.0000.